Entry 1:
Here is 9 unconnected molecules or ions with the total composition C51H90N3O11PS9 in a non-equilibrium geometry from OMol25. Energies are from ωB97M-V with the def2-TZVPD basis set.

The geometry in XYZ format:
```
165
Properties=species:S:1:pos:R:3:mulliken_charge:R:1
C 1.678 -0.348 3.565 -1.20
C 2.661 0.161 2.491 1.34
C 4.038 0.508 3.048 -1.49
C 4.922 1.217 2.017 0.19
C 5.066 0.480 0.678 -0.08
C 5.473 1.461 -0.431 -1.47
C 4.222 2.011 -1.109 0.70
C 3.200 0.986 -1.564 -0.07
C 3.510 -0.251 -2.127 0.59
O 4.835 -0.590 -2.372 -0.60
C 2.530 -1.174 -2.487 -1.02
C 1.187 -0.892 -2.285 0.99
P -0.164 -2.089 -2.563 0.43
N 0.534 -3.287 -3.618 -0.71
O -1.277 -1.388 -3.528 -0.23
C 0.856 0.353 -1.758 -0.17
C 1.834 1.280 -1.399 -1.47
N 1.440 2.515 -0.781 1.64
C 1.011 3.522 -1.693 1.77
C 1.647 3.676 -2.920 -0.67
C 1.217 4.679 -3.767 -0.60
N 0.216 5.521 -3.516 -0.71
C -0.373 5.353 -2.339 -0.58
C -0.037 4.386 -1.406 -1.05
C 0.556 2.301 0.325 -1.39
C 0.803 2.828 1.593 1.10
C 2.067 3.606 1.891 -1.17
O 1.871 4.802 2.621 -0.53
C 1.177 5.787 1.859 0.34
C -0.166 6.138 2.471 -1.36
C -0.098 2.586 2.637 -0.60
C -1.235 1.818 2.435 0.41
C -2.221 1.455 3.524 -1.99
C -2.260 -0.051 3.710 1.01
C -1.120 -0.839 3.557 1.74
C -1.177 -2.222 3.684 -0.85
C -2.377 -2.884 3.950 0.19
C -2.388 -4.381 4.048 -1.43
C -3.515 -2.096 4.121 -0.32
C -3.447 -0.707 4.013 -1.14
C -1.482 1.287 1.169 -0.86
C -0.589 1.521 0.144 1.44
S -0.845 0.787 -1.447 -0.46
H 2.208 -0.589 4.483 0.37
H 0.958 0.431 3.788 0.25
H 1.139 -1.224 3.219 0.16
H 2.261 1.046 1.997 -0.96
H 2.770 -0.612 1.736 0.34
H 3.920 1.185 3.896 0.42
H 4.561 -0.384 3.391 0.45
H 4.533 2.218 1.811 -0.52
H 5.922 1.351 2.426 0.55
H 5.864 -0.255 0.787 0.39
H 4.145 -0.021 0.404 -0.17
H 6.177 1.034 -1.133 0.47
H 5.995 2.302 0.028 0.60
H 4.445 2.672 -1.945 0.44
H 3.732 2.635 -0.369 -0.68
H 5.070 -1.310 -1.781 0.35
H 2.831 -2.126 -2.899 0.57
H -0.178 -3.489 -4.318 0.27
H 0.577 -4.124 -3.048 0.29
H -1.015 -1.466 -4.465 0.42
H 2.449 3.026 -3.214 0.34
H 1.722 4.794 -4.716 0.42
H -1.189 6.022 -2.103 0.41
H -0.588 4.305 -0.486 0.46
H 2.655 3.775 0.993 0.59
H 2.682 2.976 2.536 -0.33
H 1.788 6.691 1.857 0.52
H 1.042 5.479 0.826 -0.18
H -0.013 6.436 3.504 0.37
H -0.589 6.971 1.913 0.44
H -0.855 5.301 2.424 0.19
H 0.116 2.995 3.613 0.61
H -3.199 1.792 3.191 0.55
H -1.957 1.955 4.452 0.38
H -0.163 -0.401 3.318 -1.13
H -0.278 -2.807 3.554 0.43
H -2.168 -4.660 5.078 0.26
H -1.594 -4.814 3.447 0.41
H -3.347 -4.799 3.777 0.29
H -4.468 -2.571 4.314 0.37
H -4.361 -0.142 4.144 0.47
H -2.347 0.666 0.995 0.65
C 6.193 8.694 1.541 -1.03
S 6.624 7.036 2.081 0.66
O 7.630 6.507 1.118 -0.70
C 5.047 6.289 1.659 -0.70
H 7.065 9.328 1.685 0.34
H 5.919 8.674 0.486 0.35
H 5.367 9.064 2.148 0.33
H 4.848 6.430 0.596 0.46
H 4.256 6.741 2.258 0.28
H 5.104 5.225 1.883 -0.01
C -1.926 -3.470 -8.111 -0.87
S -1.351 -1.811 -7.754 0.42
O -1.268 -1.688 -6.270 -0.68
C -2.851 -0.974 -8.265 -0.95
H -1.141 -4.165 -7.818 0.29
H -2.831 -3.676 -7.539 0.34
H -2.111 -3.556 -9.183 0.33
H -3.694 -1.345 -7.682 0.29
H -3.009 -1.152 -9.328 0.38
H -2.718 0.091 -8.085 0.32
C -6.435 -2.793 -2.569 -1.01
S -4.888 -3.536 -2.040 0.63
O -5.228 -4.574 -1.023 -0.57
C -4.283 -2.105 -1.143 -1.18
H -6.995 -3.545 -3.121 0.31
H -7.005 -2.474 -1.696 0.29
H -6.222 -1.944 -3.218 0.39
H -4.997 -1.834 -0.364 0.42
H -4.137 -1.276 -1.835 0.45
H -3.327 -2.368 -0.693 0.28
C -6.596 -4.694 2.305 -0.89
S -6.624 -4.464 4.087 0.50
O -5.548 -5.316 4.655 -0.61
C -8.174 -5.327 4.374 -0.99
H -5.675 -4.260 1.920 0.15
H -6.625 -5.759 2.074 0.37
H -7.450 -4.184 1.860 0.47
H -8.094 -6.349 4.006 0.29
H -8.981 -4.798 3.867 0.35
H -8.358 -5.334 5.446 0.36
C -6.063 -8.154 -3.531 -1.03
S -4.882 -6.802 -3.632 0.68
O -4.400 -6.757 -5.040 -0.70
C -3.601 -7.593 -2.657 -0.99
H -6.939 -7.876 -4.113 0.32
H -5.619 -9.061 -3.943 0.34
H -6.348 -8.306 -2.490 0.33
H -3.320 -8.539 -3.122 0.40
H -3.969 -7.755 -1.644 0.33
H -2.744 -6.924 -2.630 0.26
C -0.151 -5.463 -12.114 -0.93
S -1.037 -4.039 -12.758 0.43
O -1.640 -3.343 -11.591 -0.56
C -2.353 -4.975 -13.545 -0.94
H 0.698 -5.096 -11.542 0.31
H -0.810 -6.043 -11.468 0.30
H 0.205 -6.073 -12.945 0.38
H -2.861 -5.588 -12.800 0.30
H -1.931 -5.600 -14.332 0.38
H -3.053 -4.265 -13.978 0.31
C 6.156 5.356 6.007 -0.77
S 5.782 7.059 6.445 0.44
O 5.652 7.807 5.170 -0.54
C 7.408 7.442 7.109 -0.93
H 5.274 4.935 5.527 0.17
H 6.998 5.333 5.315 0.27
H 6.385 4.791 6.911 0.39
H 8.164 7.273 6.342 0.28
H 7.599 6.816 7.980 0.36
H 7.409 8.489 7.403 0.33
C -0.595 -1.613 7.136 -0.62
S -0.814 0.170 7.177 0.34
O -0.389 0.684 5.852 -0.38
C 0.535 0.496 8.321 -1.08
H -1.320 -2.019 6.434 -0.06
H 0.415 -1.850 6.801 0.25
H -0.777 -2.024 8.129 0.50
H 1.467 0.113 7.906 0.29
H 0.320 0.024 9.280 0.41
H 0.606 1.574 8.453 0.35
```

Results
LUMO = 0.5 eV
F_max = 1.734 eV Å⁻¹
frontier orbital gap = 8.037 eV
total charge = 0
HOMO level = -7.57 eV



Entry 2:
Here is C7H14O in the gas phase in a non-equilibrium geometry from OMol25. Energies are from ωB97M-V with the def2-TZVPD basis set.

The geometry in XYZ format:
```
22
Properties=species:S:1:pos:R:3:nbo_charge:R:1
C -1.614 -1.166 0.270 -0.42
C -0.306 -1.068 0.474 0.04
C 0.701 -1.713 -0.452 -0.45
C 0.465 -1.464 -1.961 -0.59
C 0.224 -0.119 1.561 -0.44
C -0.085 1.356 1.349 -0.41
C 0.208 1.890 -0.028 -0.06
O -0.390 3.198 -0.111 -0.74
H -2.067 -1.857 -0.426 0.19
H -2.322 -0.605 0.878 0.19
H 1.691 -1.329 -0.245 0.20
H 0.667 -2.795 -0.352 0.22
H 1.337 -1.819 -2.511 0.21
H 0.376 -0.397 -2.165 0.20
H -0.468 -1.920 -2.285 0.20
H 1.302 -0.277 1.597 0.20
H -0.173 -0.487 2.510 0.22
H 0.469 1.981 2.043 0.21
H -1.127 1.558 1.606 0.21
H -0.242 1.280 -0.815 0.17
H 1.281 2.011 -0.180 0.16
H 0.073 3.745 -0.758 0.47
```

Results
LUMO = 1.0 eV
structure (SMILES) = C=C(CC)CCCO
F_max = 1.082 eV Å⁻¹
frontier orbital gap = 10.151 eV
total charge = 0
HOMO level = -9.20 eV



Entry 3:
Here is a molecular structure, C38H32BrDyFN2S2Sb2 in a non-equilibrium geometry from OMol25. Energies are from ωB97M-V with the def2-TZVPD basis set.

The geometry in XYZ format:
```
79
Properties=species:S:1:pos:R:3:lowdin_spin:R:1
Dy 11.391 -15.509 8.787 5.03
S 13.070 -13.862 7.473 -0.02
C 12.778 -14.438 5.901 0.00
C 13.287 -13.609 4.863 0.00
N 13.627 -12.943 3.967 0.00
C 12.093 -15.577 5.498 0.00
S 11.426 -16.861 6.479 -0.01
C 11.806 -15.775 4.075 0.00
N 11.391 -15.944 2.996 0.00
C 9.126 -7.736 7.209 0.00
C 10.500 -7.539 7.938 0.00
C 11.696 -8.356 7.522 0.00
Sb 12.307 -9.840 8.956 0.00
C 14.115 -10.147 7.848 0.00
C 15.287 -10.201 8.599 0.00
C 16.492 -10.598 7.917 0.00
C 16.414 -10.862 6.505 0.00
C 15.167 -10.794 5.847 0.00
C 14.035 -10.559 6.540 0.00
C 13.069 -8.542 10.500 0.00
C 13.778 -7.368 10.039 0.00
C 14.530 -6.659 10.984 0.00
C 14.569 -7.082 12.360 0.00
C 13.834 -8.188 12.802 0.00
C 13.121 -8.885 11.829 0.00
Sb 7.843 -9.417 7.559 0.00
C 8.993 -10.855 6.331 0.00
C 9.732 -10.585 5.160 0.00
C 10.241 -11.670 4.424 0.00
C 10.031 -12.970 4.762 0.00
C 9.244 -13.253 5.890 0.00
C 8.745 -12.171 6.635 0.00
C 8.494 -9.859 9.500 0.00
C 8.590 -8.689 10.258 0.00
C 9.265 -8.698 11.440 0.00
C 9.683 -9.892 12.049 0.00
C 9.493 -11.076 11.347 0.00
C 8.953 -11.039 10.071 0.00
H 9.228 -7.820 6.119 0.00
H 8.580 -6.835 7.424 0.00
H 10.238 -7.663 8.958 0.00
H 10.824 -6.537 7.858 0.00
H 12.525 -7.707 7.191 0.00
H 11.497 -8.971 6.618 0.00
H 15.409 -9.856 9.622 0.00
H 17.467 -10.429 8.448 0.00
H 17.275 -11.174 5.970 0.00
H 15.109 -11.108 4.830 0.00
H 13.107 -10.541 6.021 0.00
H 13.742 -6.994 9.020 0.00
H 15.016 -5.685 10.649 0.00
H 15.065 -6.402 13.043 0.00
H 13.862 -8.545 13.821 0.00
H 12.524 -9.834 12.100 0.00
H 9.993 -9.581 4.836 0.00
H 10.854 -11.459 3.560 0.00
H 10.320 -13.777 4.119 0.00
H 9.049 -14.306 6.076 0.00
H 8.076 -12.404 7.443 0.00
H 8.322 -7.729 9.785 0.00
H 9.638 -7.770 11.899 0.00
H 10.289 -9.970 12.984 0.00
H 9.757 -11.983 11.822 0.00
H 9.027 -11.953 9.441 0.00
F 11.711 -12.002 13.948 0.00
C 11.994 -13.071 13.132 0.00
C 11.271 -14.300 13.355 0.00
C 11.499 -15.340 12.480 0.00
C 12.418 -15.271 11.449 -0.01
C 12.644 -16.436 10.587 0.01
C 12.988 -13.993 11.180 0.00
C 12.760 -12.911 12.039 0.00
H 10.500 -14.386 14.112 0.00
H 10.994 -16.310 12.582 0.00
H 12.202 -17.390 10.986 0.00
H 13.614 -16.479 10.069 0.00
H 13.558 -13.853 10.251 0.00
H 13.146 -11.854 11.892 0.00
Br 8.969 -15.316 9.871 -0.02
```

Results
LUMO (alpha / beta) = 2.2 / 2.3 eV
F_max = 3.216 eV Å⁻¹
2S+1 = 6
frontier orbital gap (alpha / beta) = 7.537 / 7.532 eV
total charge = -1
HOMO level (alpha / beta) = -5.32 / -5.27 eV



Entry 4:
Here is C3H3NS2 in the gas phase in a non-equilibrium geometry from OMol25. Energies are from ωB97M-V with the def2-TZVPD basis set.

The geometry in XYZ format:
```
9
Properties=species:S:1:pos:R:3:nbo_charge:R:1
C 0.580 -0.070 -2.284 -0.63
C 0.257 -0.152 -1.038 0.50
N 0.132 -0.244 0.159 -0.47
C -0.521 -0.007 1.280 -0.10
S -2.128 -0.276 1.490 -0.06
S 0.574 0.461 2.596 0.08
H 0.055 -0.726 -3.115 0.27
H 1.433 0.491 -2.611 0.26
H -0.383 0.522 3.523 0.15
```

Results
LUMO = -0.5 eV
structure (SMILES) = C=C=NC(=S)S
F_max = 3.593 eV Å⁻¹
frontier orbital gap = 8.266 eV
total charge = 0
HOMO level = -8.78 eV



Number 1: total energy -6914.03822 hartree. Number 2: total energy -350.31475 hartree. Number 3: total energy -6412.59138 hartree. Number 4: total energy -967.16442 hartree.